Below is a structure of composition C29H33BrGe2N4NiO2, with properties calculated with ωB97M-V/def2-TZVPD.

The geometry in XYZ format:
```
72
Properties=species:S:1:pos:R:3
Ni -0.38950 0.19697 -0.27728
C -2.44329 -0.19249 -2.78450
C -1.48338 -1.36962 -2.92625
Ge 0.32216 -0.96458 -2.28151
C 1.53304 -2.43273 -1.85309
C 2.80519 -1.93175 -1.17429
C 1.11430 0.09442 -3.70799
C 1.26813 1.39956 -3.46098
Ge 0.90074 1.78716 -1.56094
C 2.69070 2.03169 -0.73842
C 3.43381 3.35926 -0.86955
C -0.37811 3.32887 -1.45958
C 0.09300 4.75457 -1.18708
C 1.72384 2.38707 -4.47433
C 2.03274 3.69050 -4.10316
C 2.46214 4.62992 -5.02986
C 2.58269 4.27944 -6.36379
C 2.26477 2.98498 -6.75783
C 1.83823 2.05521 -5.82762
H -3.44524 -0.45234 -3.12845
H -2.10226 0.66650 -3.36718
H -2.55056 0.13264 -1.74303
H -1.36623 -1.60674 -3.98788
H -1.87556 -2.25160 -2.42709
H 1.77507 -2.91833 -2.80291
H 1.02494 -3.16480 -1.22712
H 3.31689 -1.18583 -1.78650
H 3.50951 -2.74351 -0.98836
H 2.57514 -1.46862 -0.21166
H 1.35818 -0.33653 -4.67799
H 3.28323 1.23376 -1.19582
H 2.61916 1.76129 0.31107
H 3.72003 3.56108 -1.90084
H 4.35284 3.34772 -0.28136
H 2.84182 4.20618 -0.52063
H -1.12073 3.06161 -0.70850
H -0.91362 3.28094 -2.41301
H 0.62590 4.83014 -0.23642
H -0.75049 5.44792 -1.14104
H 0.76405 5.13160 -1.95748
H 1.94452 3.97796 -3.06498
H 2.70077 5.63448 -4.70597
H 2.91499 5.00585 -7.09254
H 2.34504 2.70256 -7.79927
H 1.58185 1.05929 -6.16112
N 2.85952 4.49680 2.95317
C 2.01703 3.77926 2.64383
C 0.96371 2.88014 2.24457
C -0.35508 3.40254 2.04095
C -1.34178 2.56417 1.69394
N -1.07000 1.20182 1.52853
C 0.20181 0.65059 1.66736
C 1.21984 1.54828 2.08931
H -0.57058 4.44920 2.18798
H -2.37018 2.85054 1.54071
H 0.23535 -0.44169 1.81901
H 2.19211 1.13248 2.30891
Br -2.35152 -6.70206 -1.77747
C -1.94710 -5.80278 -0.16485
C -2.09644 -6.46141 1.04582
N -1.82463 -5.88641 2.21245
C -1.38518 -4.63206 2.19507
C -1.21554 -3.89115 1.03218
C -1.50879 -4.49387 -0.18253
C -0.72463 -2.46928 1.09709
O -0.21764 -2.06916 2.15208
O -0.82496 -1.79418 0.02196
H -2.44620 -7.48606 1.06911
H -1.15432 -4.17556 3.14885
H -1.39258 -3.94594 -1.10536
N -3.15371 -0.12581 1.06408
C -2.13772 0.38678 1.24616
```

Total charge: 0
HOMO energy (alpha / beta): -8.6 / -8.6 eV
ΔE to the lowest compared entry with this formula, charge and spin: 0.000 eV
Calculated total energy: -9730.390037 hartree

These are the Mulliken partial charges, in e, on atoms 1 to 5: -0.83 -1.01 -0.40 0.80 -0.58

Below is a structure of composition C29H33InN8O10, with properties calculated with ωB97M-V/def2-TZVPD.

The geometry in XYZ format:
```
81
Properties=species:S:1:pos:R:3
In 0.24160 0.01288 0.12556
C -0.29698 -2.82527 -1.36889
C 1.21006 -2.72329 -1.19453
N 1.56371 -2.02873 0.05907
C 1.46148 -2.83435 1.27533
C 0.05156 -2.83473 1.82605
C -0.49854 -3.90634 2.51041
C -1.77756 -3.77052 3.02890
C -2.47122 -2.58421 2.84263
C -1.85376 -1.56423 2.13846
C -2.50459 -0.21967 1.89408
N -2.14000 0.32952 0.58534
C -2.92972 -0.22055 -0.54107
C -2.38023 -1.57982 -0.97577
N -0.93007 -1.51887 -1.21447
N -0.62449 -1.70265 1.65267
H -0.71638 -3.50360 -0.62229
H -0.50618 -3.26071 -2.34866
H 1.64341 -2.15795 -2.01968
H 1.63645 -3.73049 -1.21401
H 2.49890 -1.64658 -0.01018
H 2.09307 -2.36380 2.03100
H 1.80916 -3.86021 1.12410
H 0.06331 -4.82425 2.63099
H -2.23725 -4.59102 3.56617
H -3.47718 -2.45630 3.22144
H -2.15354 0.46922 2.66664
H -3.58869 -0.31893 2.00234
H -2.22892 1.34019 0.59258
H -2.84381 0.47724 -1.36903
H -3.98264 -0.32518 -0.26111
H -2.91435 -1.88983 -1.87705
H -2.56313 -2.34149 -0.21357
H -0.78656 -0.89173 -2.03414
C 1.75910 2.26823 3.87132
C 1.12762 1.76363 2.60892
N 0.88952 0.52103 2.37199
O 1.30153 -0.44542 3.29406
C 0.73016 2.72555 1.58868
C 0.88153 4.20656 1.68865
N 0.22246 2.21729 0.48648
O -0.19696 2.98883 -0.41989
H 1.77377 1.53220 4.67201
H 1.19638 3.12325 4.23941
H 2.78027 2.60218 3.67767
H 2.00205 -0.05740 3.83372
H 1.26570 4.52874 2.65489
H -0.07551 4.69717 1.49877
H 1.55740 4.56069 0.90512
O -2.44773 1.52854 -3.89073
C -1.34188 1.07401 -3.59183
O -0.91069 0.76763 -2.43648
C -0.35237 0.78623 -4.70520
C -0.67829 1.04318 -6.03059
C 0.22613 0.76127 -7.04891
C 1.46905 0.21785 -6.75267
C 1.76252 -0.03951 -5.42614
C 0.88478 0.23584 -4.40040
N 3.07593 -0.63144 -5.09049
O 3.18798 -1.19415 -4.01538
O 3.97977 -0.48644 -5.88774
H -1.65045 1.47026 -6.24191
H -0.03349 0.96604 -8.07997
H 2.19457 -0.00777 -7.52146
H 1.16328 0.07188 -3.36573
O 3.13415 0.47721 0.24006
C 2.83951 0.62002 -0.95331
O 1.67509 0.36375 -1.44313
C 3.84570 1.06400 -1.96804
C 3.42431 1.78986 -3.07878
C 4.33583 2.14261 -4.05878
C 5.64976 1.73764 -3.90969
C 6.09255 1.02125 -2.81654
C 5.17523 0.69250 -1.83093
N 6.62911 2.08593 -4.96911
O 6.24760 2.79615 -5.87490
O 7.77837 1.72792 -4.80856
H 2.38052 2.06710 -3.16852
H 4.04151 2.70073 -4.93508
H 7.13094 0.73118 -2.75097
H 5.48809 0.14316 -0.95159
```

Total charge: 0
HOMO energy: -7.9 eV
ΔE to the lowest compared entry with this formula, charge and spin: 1.497 eV
Calculated total energy: -2505.308276 hartree

These are the Mulliken partial charges, in e, on atoms 1 to 5: 2.01 -0.94 -0.38 -0.08 -1.79

Below is a structure of composition C29H33KN4O2, with properties calculated with ωB97M-V/def2-TZVPD.

The geometry in XYZ format:
```
69
Properties=species:S:1:pos:R:3
K -0.75471 -1.67070 1.69473
C -0.81637 6.72190 1.56425
C -1.00196 5.24681 1.57785
C -1.97061 4.64572 0.79695
C -1.95898 3.25958 0.42279
C -2.90176 3.01550 -0.60263
N -3.25042 2.00101 -1.40102
C -2.51503 0.70761 -1.55013
C -2.54191 0.34976 -3.00978
C -2.21744 -1.12980 -3.24762
N -1.00926 -1.61599 -2.64018
C 0.08440 -1.95129 -3.31286
C 1.33634 -2.16746 -2.74191
C 2.44603 -2.44398 -3.57521
C 3.69458 -2.40422 -3.11196
C 4.96384 -2.39426 -3.94828
C 3.85289 -2.14603 -1.65975
C 2.80836 -1.96250 -0.80043
C 3.11032 -1.91727 0.62037
N 2.36571 -1.77254 1.62852
C 3.04312 -1.83372 2.88304
C 2.49876 -0.71461 3.85540
C 2.63197 0.73020 3.32198
N 1.43152 1.14663 2.58191
C 0.97691 2.29168 2.79207
C -0.13435 2.99388 2.06594
C -0.11276 4.34491 2.18029
C -1.16280 2.30227 1.19337
O -1.32021 1.08974 1.18559
C 1.45472 -2.05672 -1.28428
O 0.47354 -1.83969 -0.56126
H -1.34328 7.17227 0.71567
H 0.23412 6.90162 1.50223
H -1.28875 7.21435 2.40098
H -2.62124 5.29592 0.18617
H -3.43267 3.92353 -0.78200
H -4.01011 2.16540 -2.00847
H -2.95921 -0.03866 -0.91001
H -1.44375 0.92274 -1.18039
H -1.82066 0.88216 -3.60642
H -3.53487 0.58072 -3.44972
H -2.16557 -1.33041 -4.33859
H -3.06196 -1.74852 -2.86938
H -0.91161 -1.65905 -1.60820
H 0.02096 -1.87810 -4.41345
H 2.21626 -2.54372 -4.68918
H 5.87624 -2.74000 -3.43789
H 5.14581 -1.40407 -4.31130
H 4.85317 -2.90199 -4.89975
H 4.85914 -2.10363 -1.29106
H 4.20449 -2.00946 0.77175
H 4.13152 -1.67473 2.70219
H 2.97915 -2.80084 3.33996
H 3.00098 -0.73409 4.87786
H 1.43691 -0.81393 4.06576
H 3.50269 0.73555 2.64376
H 2.94436 1.45111 4.11414
H 1.39613 2.86172 3.57022
H 0.72331 4.72345 2.83319
C -3.28336 -2.49008 0.18289
C -3.88878 -1.91657 1.34920
C -3.54710 -2.72161 2.47776
C -2.84947 -3.84788 1.96301
C -2.63535 -3.65854 0.58589
H -3.38311 -2.06976 -0.81381
H -4.45558 -1.00420 1.37641
H -3.93298 -2.65422 3.50582
H -2.42647 -4.60936 2.57014
H -2.03381 -4.30353 -0.04313
```

Total charge: 0
HOMO energy: -5.9 eV
ΔE to the lowest compared entry with this formula, charge and spin: 0.000 eV
Calculated total energy: -2094.212515 hartree

These are the Mulliken partial charges, in e, on atoms 1 to 5: 0.82 -1.50 0.22 -1.03 1.11

Below is a cluster of 2 separate species, C29H33N2O2 in total, with properties calculated with ωB97M-V/def2-TZVPD.

The geometry in XYZ format:
```
66
Properties=species:S:1:pos:R:3
C -0.64615 -2.98157 0.49137
O 0.37348 -2.14735 1.06969
C -0.00772 -1.14718 1.83557
C 0.76496 -0.90358 3.02942
C 0.19731 -0.24340 4.15019
C 0.98068 0.02490 5.26789
C 2.30705 -0.43410 5.32860
C 2.85073 -1.14418 4.25065
C 2.08872 -1.40501 3.11574
H -0.13165 -3.66610 -0.18323
H -1.15511 -3.51552 1.31142
H -1.39485 -2.38152 -0.05735
H -1.09544 -0.97294 1.83557
H -0.86312 0.00275 4.12732
H 0.55603 0.59829 6.09422
H 2.90990 -0.22379 6.21109
H 3.88688 -1.49792 4.29644
H 2.45551 -2.04861 2.31689
C 3.39031 -1.57825 -3.63238
N 2.10590 -1.23432 -3.06348
C 0.94077 -1.60973 -3.68260
O 0.85123 -2.27548 -4.70983
C -0.21731 -1.08044 -2.84424
C -1.22340 -0.28261 -3.71017
C -2.32758 0.35792 -2.91401
C -3.25100 -0.44968 -2.23150
C -4.17945 0.14287 -1.37078
C -4.21070 1.53238 -1.22262
C -3.32978 2.33765 -1.95389
C -2.41697 1.75298 -2.83015
N 0.46276 -0.38937 -1.76491
C -0.22302 0.10339 -0.70098
C 0.34293 0.76456 0.34911
C -0.44571 1.58775 1.26440
C 0.09450 2.74931 1.85971
C -0.62498 3.43582 2.84292
C -1.89285 2.97747 3.23563
C -2.49666 1.91057 2.56026
C -1.78332 1.24584 1.56060
C 1.94713 -0.41325 -1.86565
C 2.65147 -1.04664 -0.66525
C 2.52595 1.00249 -2.10216
H 3.23873 -2.37189 -4.36114
H 3.85359 -0.72352 -4.13758
H 4.07006 -1.92412 -2.85092
H -0.76315 -1.95417 -2.42667
H -0.69460 0.46892 -4.31507
H -1.63664 -1.03370 -4.40239
H -3.21737 -1.53348 -2.36350
H -4.88690 -0.48649 -0.82678
H -4.92574 1.99394 -0.53725
H -3.35769 3.42491 -1.84994
H -1.73489 2.36321 -3.43133
H -1.31202 -0.02344 -0.78195
H 1.40985 0.97854 0.30250
H 1.05885 3.13323 1.51213
H -0.20173 4.32432 3.30793
H -2.42166 3.45411 4.07412
H -3.51293 1.58157 2.79529
H -2.26295 0.44765 0.99421
H 2.24907 -2.05029 -0.46719
H 3.72919 -1.10965 -0.88293
H 2.53098 -0.43839 0.23897
H 1.90873 1.54251 -2.83306
H 2.56104 1.57811 -1.17342
H 3.55077 0.90372 -2.48357
```

Total charge: +1
HOMO energy: -10.8 eV
ΔE to the lowest compared entry with this formula, charge and spin: 0.385 eV
Calculated total energy: -1384.592216 hartree

These are the Mulliken partial charges, in e, on atoms 1 to 5: -0.68 -0.21 -0.59 0.62 -0.22

Below is a structure of composition C29H33N6O3PSTa, with properties calculated with ωB97M-V/def2-TZVPD.

The geometry in XYZ format:
```
74
Properties=species:S:1:pos:R:3
Ta 0.46806 -0.01534 0.03186
C 0.39228 -3.00340 3.20594
C 0.22993 -1.64783 2.59244
N 1.06928 -1.00890 1.84273
N 2.25011 -1.59593 1.54259
C 3.17901 -0.77687 0.98757
N 4.36974 -1.35497 0.69209
S 2.88423 0.82760 0.71296
C -0.94595 -0.82356 2.78617
C -2.07262 -1.07454 3.54568
C -3.04928 -0.08274 3.56248
C -2.85142 1.08973 2.83264
C -1.67618 1.23020 2.10758
N -0.71118 0.29145 2.06764
H 1.24538 -2.98871 3.89084
H -0.48972 -3.32059 3.76345
H 0.57961 -3.73845 2.41810
H 2.51084 -2.48665 1.93893
H 4.39385 -2.33904 0.46791
H 5.01976 -0.77016 0.17951
H -2.20436 -1.98638 4.11068
H -3.95882 -0.21642 4.14190
H -3.59500 1.87944 2.82991
H -1.47270 2.12440 1.52535
C 1.53514 -4.22325 -0.97160
C 2.30156 -4.06639 -2.11598
C 2.52930 -2.78422 -2.62078
C 1.98473 -1.67207 -1.97079
N 1.23299 -1.83771 -0.84664
C 1.02616 -3.08611 -0.37697
C 2.17341 -0.26592 -2.43487
C 2.91436 0.08532 -3.56780
C 3.03898 1.42852 -3.92941
C 2.42441 2.40280 -3.15831
C 1.70755 1.99148 -2.05265
N 1.57358 0.69977 -1.68414
H 1.33910 -5.20360 -0.55351
H 2.72196 -4.93398 -2.61673
H 3.13105 -2.68630 -3.51596
H 0.41857 -3.14374 0.52134
H 3.40318 -0.65828 -4.18523
H 3.61321 1.70724 -4.80849
H 2.50094 3.45389 -3.41071
H 1.20375 2.70694 -1.40949
C -2.09857 -4.06065 1.22224
O -2.33722 -3.12131 0.18422
P -1.32788 -1.85597 0.12845
O -1.86069 -1.19397 -1.24917
C -1.34537 -1.75032 -2.44932
O -2.07257 -0.89512 1.19850
C -3.39941 -0.45418 0.94494
H -2.84450 -4.85678 1.13598
H -2.21006 -3.60075 2.21082
H -1.10662 -4.51638 1.12426
H -1.77253 -1.19547 -3.29032
H -1.63503 -2.80164 -2.55833
H -0.25503 -1.64961 -2.49850
H -3.76226 0.04842 1.84680
H -4.07918 -1.28651 0.73274
H -3.42231 0.27560 0.12869
C -0.05305 2.13031 -0.14493
C -0.33376 3.28650 -0.23982
C -0.67129 4.67661 -0.35385
C 0.33057 5.62799 -0.57858
C 0.00063 6.98029 -0.68935
C -1.32899 7.38560 -0.57615
C -2.33112 6.44184 -0.35226
C -2.00420 5.08873 -0.24094
H 1.37149 5.32348 -0.66868
H 0.78040 7.71777 -0.86403
H -1.58476 8.43912 -0.66262
H -3.36714 6.75996 -0.26427
H -2.79450 4.36145 -0.06629
H -0.82385 0.56826 -1.17847
```

Total charge: +3
HOMO energy (alpha / beta): -15.1 / -15.1 eV
ΔE to the lowest compared entry with this formula, charge and spin: 0.000 eV
Calculated total energy: -2474.498425 hartree

These are the Mulliken partial charges, in e, on atoms 1 to 5: 1.23 -1.60 0.30 0.58 -0.65

Below is a structure of composition C29H34AsN5O4ReS, with properties calculated with ωB97M-V/def2-TZVPD.

The geometry in XYZ format:
```
75
Properties=species:S:1:pos:R:3
Re -0.38367 0.80583 0.51639
O -2.01254 3.92426 -0.53214
S -1.43784 2.77220 0.03756
O -1.34568 2.64860 1.50815
O 0.01215 2.51480 -0.37804
O -2.04856 1.45994 -0.42042
C 2.21441 -3.93923 -3.11670
C 1.28674 -3.95206 -2.08332
C 0.72837 -2.76650 -1.64027
C 1.07629 -1.56839 -2.26069
C 1.99590 -1.55364 -3.30640
C 2.56925 -2.74545 -3.72257
As 0.06815 0.03567 -1.73778
C 0.51581 1.41784 -3.00347
C 1.66569 2.17765 -3.05205
C 1.77213 3.19691 -3.99453
C 0.72815 3.43893 -4.88084
C -0.42686 2.67983 -4.84150
C -0.55616 1.65097 -3.90070
C -1.70581 0.77474 -3.73930
C -2.88789 0.81203 -4.48539
C -3.89717 -0.09525 -4.22551
C -3.75778 -1.04695 -3.21713
C -2.59981 -1.08716 -2.44686
C -1.58734 -0.18966 -2.70857
H 2.65993 -4.86296 -3.45121
H 0.99715 -4.88841 -1.63035
H 0.01805 -2.73636 -0.81369
H 2.25903 -0.61823 -3.79150
H 3.28749 -2.73862 -4.52865
H 2.46709 1.99040 -2.34654
H 2.66437 3.80409 -4.03050
H 0.82249 4.23021 -5.60736
H -1.22276 2.88310 -5.54168
H -3.01352 1.54869 -5.26416
H -4.80498 -0.06314 -4.80603
H -4.55597 -1.74791 -3.02166
H -2.49293 -1.79635 -1.63352
C -2.87353 -3.52186 2.41955
C -2.89408 -2.07048 2.93297
C -2.40396 -2.00555 4.39377
C -4.30793 -1.47903 2.80802
C -1.99406 -1.27763 2.15155
N -1.21580 -0.65254 1.55651
H -3.50169 -4.12974 3.06658
H -1.86543 -3.92775 2.43245
H -3.26924 -3.58089 1.40905
H -3.09293 -2.56904 5.01829
H -2.37710 -0.97995 4.75214
H -1.41305 -2.44345 4.48650
H -4.97832 -2.05932 3.43524
H -4.66126 -1.53219 1.78192
H -4.33425 -0.44433 3.13742
C 0.94509 0.94996 3.31415
N 1.38865 0.91823 1.86811
C 2.47843 -0.12127 1.76352
N 3.54705 0.16119 2.67579
C 3.05775 0.15520 4.04788
N 2.04718 1.19557 4.19268
C 2.65175 2.48845 3.89993
N 3.12619 2.47526 2.52399
C 2.04490 2.25415 1.61912
C 4.14831 1.45041 2.37074
H 0.49141 -0.01842 3.54676
H 0.19637 1.74104 3.41844
H 2.85142 -0.12724 0.73314
H 2.03993 -1.09696 1.99058
H 3.88354 0.34433 4.73688
H 2.61873 -0.81754 4.27663
H 3.48953 2.66635 4.57732
H 1.91338 3.28217 4.03137
H 2.40794 2.27695 0.58690
H 1.28302 3.02873 1.74371
H 4.97529 1.64914 3.05332
H 4.52534 1.44759 1.34604
```

Total charge: +2
HOMO energy (alpha / beta): -13.5 / -13.5 eV
ΔE to the lowest compared entry with this formula, charge and spin: 0.469 eV
Calculated total energy: -4411.851269 hartree
Multiplicity: 4

These are the Mulliken partial charges, in e, on atoms 1 to 5: 2.30 -0.63 0.92 -0.55 -0.45